Here is the molecule C18H23N3O3 from OMol25. Energies are from ωB97M-V/def2-TZVPD.

ORCA input file:
```
! wB97M-V def2-TZVPD RIJCOSX def2/J DEFGRID3
* xyz 0 1
C -6.493 -1.243 0.787
C -5.995 0.035 1.449
H -6.489 0.904 1.003
H -6.175 0.017 2.526
O -4.586 0.182 1.315
C -4.159 0.696 0.128
O -4.910 1.030 -0.762
N -2.821 0.834 0.088
C -1.906 0.282 1.061
H -1.154 1.045 1.285
C -1.233 -0.960 0.453
N -0.571 -0.697 -0.805
C -1.447 -0.017 -1.737
C -2.165 1.208 -1.148
H -1.444 1.998 -0.927
H -2.923 1.573 -1.841
H -2.211 -0.744 -2.043
H -0.887 0.282 -2.620
C 0.851 -0.436 -0.769
C 1.473 -0.614 -2.162
H 2.551 -0.725 -2.081
H 1.270 0.248 -2.793
H 1.057 -1.502 -2.631
C 1.333 0.910 -0.217
O 0.596 1.868 -0.074
C 2.753 1.025 0.110
C 3.308 2.265 0.355
N 4.624 2.153 0.625
C 4.980 0.830 0.579
C 6.223 0.253 0.800
C 6.317 -1.118 0.703
C 5.193 -1.887 0.398
C 3.959 -1.315 0.176
C 3.827 0.073 0.256
H 3.120 -1.952 -0.053
H 5.296 -2.960 0.335
H 7.266 -1.605 0.867
H 7.081 0.862 1.042
H 5.251 2.914 0.825
H 2.808 3.215 0.334
H 1.259 -1.209 -0.107
H -2.014 -1.708 0.263
H -0.517 -1.381 1.162
H -2.448 0.022 1.968
H -6.318 -1.190 -0.284
H -5.970 -2.106 1.192
H -7.559 -1.355 0.965
*
```

Computed properties:
SMILES: CCOC(=O)N1CCN([C@@H](C)C(=O)c2c[nH]c3ccccc23)CC1
LUMO in eV: 0.592
Highest occupied orbital energy in eV: -7.82
Relative energy (zero: lowest compared OMol25 entry of this formula, charge and spin) in kJ/mol: 208.8
HOMO-LUMO gap in Ha: 0.3090

Results of the Mulliken charge analysis, in e, for atoms 1 through 4:
1 C -1.12
2 C -0.29
3 H 0.33
4 H 0.31